151
Properties=species:S:1:pos:R:3:lowdin_charge:R:1 method="wB97M-V/def2-TZVPD" energy_ha=-7300.73367 gap_ev=9.64 smiles="CCC[C@H](C)N[C@H](CO[C@H](C[C@@H](C)Br)S(=O)(=O)C(F)(F)C(F)(F)C(F)(F)F)S(=O)(=O)F.CCOC(C)=O.CCOC(C)=O.CCOC(C)=O.CCOC(C)=O.CCOC(C)=O.CCOC(C)=O.CCOC(C)=O"
C 2.6432 -6.6998 -0.6947 -0.11
C 3.4015 -5.4953 -1.2991 -0.23
C 3.6802 -4.3327 -0.3065 -0.15
C 3.3511 -2.9208 -0.8340 -0.37
C 4.5075 -1.9510 -0.5532 -0.05
N 2.1642 -2.3385 -0.1742 0.02
C 0.8602 -2.6469 -0.7025 -0.31
C 0.4669 -4.1152 -0.6163 -0.14
O -0.9545 -4.2248 -0.5356 -0.14
C -1.4097 -5.3847 0.0824 -0.34
C -2.3287 -6.2464 -0.8176 -0.19
C -2.3007 -5.8834 -2.3128 -0.70
C -2.3902 -7.1614 -3.1800 -0.14
Br -3.8217 -4.7480 -2.7632 0.76
S -2.1661 -4.9494 1.7005 0.82
O -3.2219 -5.8688 2.0368 -0.27
O -1.0673 -4.8272 2.6287 -0.27
C -2.8841 -3.2079 1.7111 -0.44
F -3.0281 -2.9871 3.0203 0.13
F -1.9964 -2.3167 1.2512 0.12
C -4.2752 -3.0113 1.0133 -0.35
F -5.1971 -2.7264 1.9561 0.16
F -4.6532 -4.1368 0.3873 0.12
C -4.3198 -1.8366 -0.0020 -0.58
F -4.1284 -0.6824 0.6385 0.18
F -5.5268 -1.8109 -0.5591 0.19
F -3.4135 -1.9684 -0.9455 0.17
S 0.5395 -2.0788 -2.4006 0.66
O -0.8889 -1.9413 -2.5077 -0.27
O 1.0721 -2.9424 -3.4159 -0.26
F 1.1416 -0.6543 -2.4491 -0.11
H 1.6640 -6.8442 -1.1612 0.05
H 3.2011 -7.6320 -0.8020 0.07
H 2.4858 -6.5592 0.3800 0.07
H 2.8377 -5.0986 -2.1497 0.09
H 4.3478 -5.8509 -1.7122 0.10
H 3.1614 -4.5186 0.6388 0.10
H 4.7485 -4.3614 -0.0749 0.11
H 3.2670 -2.9822 -1.9275 0.13
H 5.3426 -2.1812 -1.2159 0.09
H 4.2019 -0.9222 -0.7549 0.06
H 4.8360 -2.0346 0.4864 0.09
H 2.2594 -1.3258 -0.2002 0.09
H 0.1318 -2.0876 -0.1066 0.14
H 0.9618 -4.5493 0.2553 0.13
H 0.8077 -4.6603 -1.5059 0.12
H -0.5848 -6.0164 0.4335 0.14
H -1.9866 -7.2812 -0.7321 0.12
H -3.3617 -6.2444 -0.4656 0.09
H -1.3847 -5.3631 -2.5806 0.08
H -1.3820 -7.4455 -3.4941 0.08
H -2.9930 -6.9723 -4.0661 0.05
H -2.8594 -7.9777 -2.6292 0.08
C -1.7407 2.8689 0.3401 -0.05
C -1.2230 1.4482 0.3642 -0.23
O 0.0269 1.3130 -0.3294 0.00
C 1.2188 1.5265 0.2551 -0.52
C 1.2751 2.2368 1.5867 0.02
O 2.2204 1.1933 -0.3273 0.09
H -1.0743 3.5532 0.8656 0.07
H -2.7233 2.9191 0.8103 0.09
H -1.8272 3.2273 -0.6839 0.06
H -1.1396 1.0522 1.3783 0.11
H -1.9030 0.7931 -0.1766 0.11
H 1.3554 3.3082 1.4043 0.10
H 2.1678 1.9039 2.1109 0.09
H 0.4168 2.0489 2.2264 0.07
C 1.5855 -2.0619 -6.6560 -0.06
C 2.5254 -1.0527 -6.0370 -0.23
O 3.7862 -1.6520 -5.7162 0.00
C 4.7975 -1.7455 -6.5998 -0.53
C 4.5328 -1.4661 -8.0631 0.01
O 5.8730 -2.1110 -6.2122 0.10
H 1.9715 -2.4378 -7.6046 0.07
H 0.6028 -1.6238 -6.8342 0.09
H 1.4729 -2.9110 -5.9837 0.07
H 2.6658 -0.1675 -6.6591 0.11
H 2.1223 -0.7074 -5.0868 0.11
H 4.2382 -2.3971 -8.5458 0.09
H 5.4610 -1.1204 -8.5100 0.09
H 3.7685 -0.7148 -8.2440 0.07
C -3.2254 3.4126 -5.3810 -0.05
C -3.9446 4.3310 -4.4167 -0.23
O -3.2567 4.4480 -3.1642 0.00
C -2.2734 5.3411 -2.9478 -0.53
C -1.6552 6.0657 -4.1201 0.01
O -1.8673 5.4824 -1.8258 0.10
H -2.2434 3.8036 -5.6500 0.07
H -3.8108 3.2859 -6.2917 0.08
H -3.0791 2.4336 -4.9257 0.09
H -4.1314 5.3173 -4.8442 0.11
H -4.9140 3.9043 -4.1637 0.11
H -0.8205 5.4723 -4.4914 0.10
H -1.2738 7.0181 -3.7618 0.09
H -2.3443 6.2611 -4.9376 0.07
C -9.0557 1.9005 -3.9979 -0.06
C -8.1496 2.8858 -4.7055 -0.24
O -7.0590 2.2363 -5.3664 -0.01
C -7.1424 1.7416 -6.6200 -0.53
C -8.4993 1.5898 -7.2664 0.01
O -6.1334 1.3814 -7.1589 0.11
H -9.5353 1.2195 -4.7009 0.07
H -9.8342 2.4301 -3.4483 0.08
H -8.4789 1.2989 -3.2958 0.08
H -8.6980 3.5209 -5.4027 0.11
H -7.6783 3.5454 -3.9780 0.12
H -8.8898 0.6020 -7.0243 0.10
H -8.3663 1.6572 -8.3427 0.09
H -9.2239 2.3425 -6.9662 0.07
C 6.1277 3.0428 2.9249 -0.07
C 7.2218 2.6065 1.9740 -0.23
O 6.8512 1.4359 1.2330 0.00
C 6.1446 1.4976 0.0888 -0.51
C 5.4802 2.7934 -0.3108 0.02
O 5.9869 0.4919 -0.5489 0.09
H 5.2258 3.3327 2.3879 0.06
H 6.4455 3.8907 3.5266 0.07
H 5.8618 2.2268 3.5959 0.08
H 7.5223 3.4077 1.2971 0.11
H 8.1117 2.3100 2.5278 0.12
H 4.4800 2.8129 0.1210 0.08
H 5.3853 2.7990 -1.3933 0.09
H 6.0231 3.6861 -0.0098 0.07
C 3.5345 2.0416 8.2641 -0.06
C 4.7297 2.8845 7.8752 -0.23
O 4.7411 3.1761 6.4723 0.00
C 4.0827 4.2231 5.9394 -0.51
C 3.0810 4.9745 6.7807 0.02
O 4.2712 4.4803 4.7795 0.09
H 2.5896 2.5616 8.0931 0.04
H 3.5884 1.7758 9.3213 0.08
H 3.5244 1.1238 7.6743 0.09
H 4.7908 3.8045 8.4583 0.11
H 5.6563 2.3386 8.0477 0.12
H 2.1064 4.5013 6.6711 0.09
H 3.0251 5.9922 6.4026 0.09
H 3.3260 5.0161 7.8380 0.07
C -2.8473 1.3453 9.8789 -0.06
C -1.3940 1.1843 10.2704 -0.23
O -0.5097 1.7947 9.3221 0.01
C -0.1594 3.0900 9.3751 -0.51
C -0.9115 4.0326 10.2830 0.02
O 0.7129 3.4743 8.6404 0.08
H -3.1480 2.3931 9.8685 0.07
H -3.4881 0.8121 10.5811 0.08
H -3.0130 0.9436 8.8796 0.09
H -1.1943 1.5576 11.2754 0.11
H -1.1181 0.1315 10.2628 0.12
H -1.7514 4.4496 9.7283 0.10
H -0.2403 4.8418 10.5580 0.09
H -1.2805 3.5730 11.1961 0.07

---

126
Properties=species:S:1:pos:R:3:lowdin_charge:R:1 method="wB97M-V/def2-TZVPD" energy_ha=-4494.84001 gap_ev=8.20
H -6.0341 -3.8110 1.4084 0.03
N -5.6250 -4.6370 0.9547 0.12
C -5.4462 -4.3673 -0.2876 -0.55
N -5.7822 -3.0772 -0.7853 0.10
N -4.8584 -5.3559 -1.1502 0.00
C -3.4153 -5.0195 -1.1979 -0.24
C -2.5503 -5.9737 -2.0929 -0.18
C -1.1768 -6.3761 -1.4230 -0.18
C 0.0875 -6.0629 -2.3176 -0.13
C 0.7361 -4.7295 -1.8142 -0.12
C -0.1282 -3.6186 -1.7132 0.03
C 0.3690 -2.3170 -1.2111 -0.17
C -0.6659 -1.1756 -1.0905 -0.21
C -0.2691 0.1678 -1.7719 -0.66
C -1.5622 1.0693 -1.7752 -0.17
Br 1.0492 1.1883 -0.6816 0.73
C 1.7240 -2.2389 -0.8558 0.02
C 2.6388 -3.3787 -0.9614 -0.20
N 3.9478 -3.1800 -0.5976 0.17
C 4.6838 -4.2888 -0.6937 -0.26
C 6.1213 -4.2107 -0.2842 -0.07
C 7.3186 -4.1581 -0.1073 0.11
C 4.1473 -5.5748 -1.1445 -0.06
N 2.8980 -5.8063 -1.5462 0.14
C 2.1586 -4.6517 -1.4341 -0.17
H -5.9140 -3.0792 -1.7960 0.09
H -6.5977 -2.6973 -0.3126 0.09
H -5.0272 -6.2743 -0.7429 0.11
H -3.0010 -4.9257 -0.1646 0.12
H -3.3516 -3.9918 -1.6430 0.10
H -3.1902 -6.8625 -2.3277 0.11
H -2.3514 -5.4951 -3.0827 0.10
H -1.2528 -7.4463 -1.1300 0.11
H -1.0799 -5.7752 -0.4914 0.10
H -0.1528 -5.9950 -3.3996 0.11
H 0.8037 -6.8993 -2.1372 0.10
H -1.1892 -3.6931 -2.0028 0.10
H -0.9203 -0.9801 -0.0175 0.12
H -1.6262 -1.5264 -1.5499 0.11
H 0.0972 0.0377 -2.8114 0.11
H -1.9848 1.1304 -0.7403 0.07
H -2.3654 0.6576 -2.4237 0.08
H -1.2907 2.1193 -2.0396 0.06
H 2.1399 -1.2938 -0.4681 0.06
H 8.3270 -3.9066 0.2306 0.04
H 4.8467 -6.4388 -1.1534 0.12
C -3.9793 -1.2417 1.4341 -0.11
C -5.2054 -0.9855 2.3013 -0.27
C -5.1806 0.3746 2.9979 -0.22
C -4.0285 0.5791 3.9836 -0.23
C -3.9462 -0.4472 5.1132 -0.27
C -5.1674 -0.4373 6.0260 -0.11
H -3.0621 -1.2560 2.0271 0.07
H -4.0656 -2.2081 0.9361 0.04
H -3.8811 -0.4725 0.6631 0.07
H -5.3102 -1.7900 3.0359 0.10
H -6.0974 -1.0320 1.6670 0.09
H -6.1336 0.5227 3.5152 0.10
H -5.1281 1.1616 2.2377 0.11
H -4.1219 1.5800 4.4196 0.10
H -3.0790 0.5777 3.4388 0.10
H -3.0598 -0.2267 5.7159 0.10
H -3.7990 -1.4518 4.7069 0.10
H -5.3078 0.5473 6.4783 0.07
H -5.0412 -1.1626 6.8327 0.07
H -6.0782 -0.7021 5.4856 0.07
C 7.5708 -2.1161 -6.6898 -0.11
C 6.2747 -1.4456 -6.2486 -0.27
C 6.0094 -1.5685 -4.7483 -0.23
C 5.8338 -2.9982 -4.2325 -0.22
C 4.7155 -3.7985 -4.9009 -0.26
C 3.3321 -3.1952 -4.6848 -0.10
H 7.5527 -3.1916 -6.5044 0.06
H 7.7274 -1.9689 -7.7607 0.07
H 8.4278 -1.6896 -6.1631 0.07
H 5.4364 -1.8553 -6.8199 0.10
H 6.3280 -0.3829 -6.5037 0.10
H 5.1212 -0.9798 -4.4988 0.10
H 6.8380 -1.1046 -4.2025 0.11
H 5.6440 -2.9545 -3.1547 0.09
H 6.7747 -3.5456 -4.3482 0.10
H 4.7215 -4.8121 -4.4872 0.10
H 4.9080 -3.9033 -5.9726 0.10
H 3.1024 -3.1229 -3.6198 0.05
H 2.5705 -3.8242 -5.1520 0.07
H 3.2519 -2.1990 -5.1244 0.07
C -1.2539 3.2881 6.1603 -0.11
C -2.3700 4.0266 6.8900 -0.27
C -3.2952 4.8029 5.9530 -0.23
C -2.6240 5.9231 5.1550 -0.23
C -1.9226 6.9903 5.9951 -0.27
C -2.8714 7.7574 6.9094 -0.11
H -0.5908 3.9764 5.6330 0.07
H -0.6467 2.7248 6.8721 0.07
H -1.6656 2.5815 5.4350 0.06
H -1.9387 4.6944 7.6415 0.10
H -2.9704 3.2953 7.4397 0.10
H -4.1214 5.2177 6.5388 0.10
H -3.7527 4.1022 5.2457 0.10
H -3.3844 6.4053 4.5313 0.11
H -1.8979 5.4902 4.4598 0.10
H -1.4417 7.7019 5.3172 0.10
H -1.1211 6.5428 6.5893 0.10
H -3.6566 8.2500 6.3312 0.07
H -2.3256 8.5274 7.4589 0.07
H -3.3432 7.1018 7.6437 0.06
C 1.8069 4.9801 0.3791 -0.11
C 1.3158 5.1477 -1.0542 -0.27
C 2.2951 4.6075 -2.0963 -0.24
C 3.6594 5.3000 -2.1332 -0.23
C 3.6175 6.8091 -2.3744 -0.27
C 3.0176 7.1872 -3.7241 -0.11
H 2.7288 5.5368 0.5582 0.07
H 1.0569 5.3501 1.0817 0.07
H 1.9900 3.9272 0.6066 0.05
H 1.0956 6.2023 -1.2458 0.10
H 0.3670 4.6128 -1.1615 0.09
H 1.8275 4.6724 -3.0840 0.10
H 2.4558 3.5402 -1.9114 0.06
H 4.2624 4.8317 -2.9184 0.11
H 4.1900 5.1092 -1.1951 0.10
H 4.6407 7.1945 -2.3283 0.10
H 3.0650 7.3087 -1.5737 0.10
H 3.5820 6.7336 -4.5421 0.07
H 3.0437 8.2708 -3.8584 0.07
H 1.9761 6.8709 -3.8062 0.06